276
Properties=species:S:1:pos:R:3:mulliken_charge:R:1 method="wB97M-V/def2-TZVPD" multiplicity=1 orbital_gap_ev=8.4 e_lumo_ev=0.312
C -0.14813 0.79673 1.44817 0.156
C 0.65712 1.21091 0.20623 2.225
C 1.23506 2.62984 0.14358 1.466
O 1.69336 0.15750 -0.01853 0.724
H -0.39799 -0.28992 1.33551 -0.558
H -1.06120 1.40946 1.66706 0.138
H 0.47308 0.93904 2.34067 -0.394
H 0.02497 1.22570 -0.67856 -1.144
H 2.10563 2.67121 0.74663 -0.954
H 0.52921 3.42461 0.44294 -0.418
H 1.38782 2.81929 -0.94395 -0.631
H 2.31424 0.24223 0.70162 -1.228
C 6.57304 -5.30782 -1.16251 -1.639
C 6.00882 -4.24177 -2.09545 1.579
C 6.54354 -2.89700 -1.56518 -0.700
O 6.34794 -4.50103 -3.37604 -0.671
H 7.65057 -5.25736 -0.89924 0.346
H 6.30410 -6.26548 -1.48081 0.463
H 6.03650 -5.13223 -0.19612 0.297
H 4.90293 -4.30389 -2.01020 -0.420
H 5.99676 -2.02613 -2.04582 -0.389
H 7.60445 -2.79130 -1.86321 0.414
H 6.41270 -2.77076 -0.50248 0.262
H 5.79729 -4.02750 -4.00199 0.564
C 3.57530 -1.04115 -3.27970 2.398
C 4.35236 -1.45603 -4.56447 0.606
C 5.66916 -0.74664 -4.64776 -1.573
O 4.55103 -2.84489 -4.69327 -0.541
H 3.30550 0.01246 -3.38724 -0.689
H 4.27371 -1.09873 -2.46789 -0.610
H 2.69322 -1.69343 -3.21415 -0.778
H 3.76813 -1.06485 -5.43413 -0.002
H 6.26329 -0.87734 -3.78654 0.316
H 5.46264 0.32111 -4.73764 0.340
H 6.30645 -1.05551 -5.48017 0.392
H 3.71936 -3.30744 -4.65133 0.212
C 2.01444 -3.17035 1.97160 -1.529
C 1.96344 -3.72816 0.53507 1.487
C 3.01991 -3.12080 -0.39763 -0.288
O 2.08861 -5.13313 0.63051 -0.619
H 1.67643 -2.14147 1.90641 -0.148
H 3.02115 -3.25006 2.35282 0.582
H 1.30341 -3.70713 2.55118 0.548
H 1.02807 -3.52256 0.01656 -1.062
H 2.95200 -2.03395 -0.38120 -0.791
H 3.00675 -3.50391 -1.41725 0.213
H 3.99377 -3.24430 0.09471 0.621
H 2.96193 -5.40632 0.33149 0.445
C 5.53522 -0.49889 2.16830 -1.582
C 4.64011 0.74511 2.04980 1.212
C 4.82768 1.47553 0.70674 -1.197
O 3.27159 0.37525 2.20111 1.156
H 5.46308 -0.83080 3.19413 0.278
H 6.59123 -0.27528 2.00088 0.487
H 5.24067 -1.25014 1.42715 0.133
H 4.92599 1.45549 2.82845 -0.034
H 4.25715 2.39466 0.56021 -0.039
H 4.72605 0.79986 -0.14546 -0.072
H 5.89689 1.63635 0.78024 0.798
H 3.20279 -0.09621 3.02966 -0.755
C 2.02112 4.30769 -4.00789 -1.558
C 3.08697 4.02099 -3.00429 1.783
C 3.64620 2.56942 -3.10476 -0.439
O 4.13311 4.96241 -3.21891 -0.688
H 1.24637 3.49903 -4.03058 0.148
H 2.44701 4.32159 -5.05137 0.386
H 1.54730 5.31264 -3.88522 0.358
H 2.64768 4.17716 -2.01138 -0.663
H 3.60891 2.21638 -4.13845 0.326
H 3.07377 1.90482 -2.42453 -0.147
H 4.68759 2.59577 -2.79848 0.230
H 4.69794 5.03061 -2.43308 0.416
C -6.07837 -0.37132 5.54029 -2.106
C -5.76087 -0.68059 4.05440 1.817
C -6.96185 -1.56463 3.56719 -1.577
C -6.91027 -1.83095 2.08885 0.382
C -7.07763 -0.42410 1.40560 -1.726
C -5.94223 0.54378 1.77714 2.306
N -5.83048 0.59637 3.29076 0.057
O -4.67604 1.35739 3.68751 -0.342
C -4.66498 0.12922 0.99669 -0.479
C -6.20974 1.96255 1.27218 -1.571
C -4.43619 -1.40096 3.87005 -0.059
H -6.11847 -1.29707 6.14341 0.340
H -7.01787 0.20393 5.61192 0.437
H -5.26851 0.27621 5.85056 0.441
H -6.90356 -2.47349 4.20113 0.520
H -7.89753 -1.03946 3.82883 0.349
H -7.71685 -2.41679 1.68147 0.551
H -5.99075 -2.27931 1.76718 -0.547
H -8.09171 0.00391 1.57151 0.296
H -6.97013 -0.59589 0.32469 0.493
H -4.53488 -0.93524 0.77151 -0.634
H -4.85911 0.53841 -0.04730 0.090
H -3.80802 0.61434 1.39918 0.406
H -6.94998 2.37616 1.95314 0.677
H -5.28517 2.53733 1.20913 -0.191
H -6.76821 1.89658 0.32217 0.422
H -4.24120 -1.63412 2.80549 -0.912
H -4.59132 -2.34234 4.43199 0.628
H -3.56711 -0.89708 4.29591 -0.227
H -5.11034 1.99040 4.21501 0.332
C 0.08742 1.21730 4.96093 -1.836
C -0.37888 -0.15378 5.43092 1.618
C -0.53459 -1.14069 4.23954 0.809
C -0.54917 -2.59474 4.64760 -0.355
C 0.73983 -2.99626 5.38037 -1.471
C 0.91205 -2.21328 6.66081 1.652
N 0.81019 -0.71286 6.25331 1.024
O 1.05386 0.13119 7.32937 -0.693
C -0.10249 -2.63754 7.76687 -1.688
C 2.33063 -2.57578 7.14429 -1.969
C -1.71701 -0.02561 6.24373 -1.742
H -0.64409 1.68613 4.38176 1.084
H 0.99732 1.13733 4.37924 -0.653
H 0.26568 1.84725 5.83245 1.084
H -1.41126 -0.86728 3.60779 0.431
H 0.35435 -0.96173 3.64998 -1.152
H -0.68799 -3.29898 3.77861 -0.071
H -1.48089 -2.71248 5.22386 0.412
H 1.60124 -2.71226 4.83383 0.183
H 0.73627 -4.11427 5.51480 0.646
H -0.01656 -2.07674 8.69908 0.434
H -1.12605 -2.50054 7.48583 0.257
H 0.12705 -3.72317 8.02845 0.393
H 2.48704 -2.28192 8.16367 0.445
H 2.31547 -3.64625 7.06161 0.526
H 3.08931 -2.20497 6.50037 0.098
H -2.33971 0.77122 5.84535 0.281
H -1.38727 0.31171 7.25389 0.460
H -2.29045 -0.94108 6.27458 0.172
H 0.48824 -0.26645 8.05709 0.319
C -1.08709 -4.78768 0.92670 -1.853
C -2.32427 -4.26849 0.10652 2.681
C -1.87152 -3.00858 -0.63446 -0.002
C -2.86432 -2.62812 -1.72685 -0.400
C -2.99959 -3.76937 -2.71976 0.165
C -3.56725 -5.10366 -2.09964 1.558
N -2.70304 -5.30384 -0.89378 0.423
O -3.24127 -6.46659 -0.25034 -0.599
C -5.05778 -4.93853 -1.68239 -1.583
C -3.38687 -6.30748 -3.02405 -1.743
C -3.43912 -3.94875 1.10117 -0.216
H -0.35726 -5.13563 0.22014 0.624
H -1.22446 -5.64914 1.56610 0.579
H -0.79419 -3.93555 1.53777 -0.349
H -1.64228 -2.20224 0.04955 0.136
H -0.91736 -3.11074 -1.12177 -1.109
H -2.58228 -1.66593 -2.21903 -0.358
H -3.84275 -2.43383 -1.27872 0.439
H -1.96150 -3.93348 -3.08626 -1.002
H -3.59449 -3.51463 -3.58868 0.627
H -5.12289 -4.11975 -1.00437 0.096
H -5.65378 -4.64771 -2.53569 0.445
H -5.39378 -5.89057 -1.23698 0.403
H -3.77370 -6.10615 -4.02706 0.261
H -2.30652 -6.48636 -3.09680 0.204
H -3.94265 -7.10395 -2.50554 0.498
H -3.12163 -3.15818 1.76670 -0.491
H -3.62980 -4.84814 1.65594 0.846
H -4.36608 -3.64789 0.61145 -0.767
H -2.50743 -7.10712 -0.23705 0.372
C 0.15878 -1.00787 -8.72846 -1.880
C -0.46873 -1.84621 -7.63152 1.929
C -1.52882 -0.96939 -6.87393 -1.615
C -2.42124 -1.82177 -5.87383 0.721
C -3.02268 -3.03548 -6.64625 -1.699
C -1.97301 -3.85303 -7.42445 1.735
N -1.09621 -3.02363 -8.19485 0.304
O -0.16561 -3.86237 -8.87053 -0.507
C -1.17987 -4.78839 -6.43103 -1.477
C -2.79685 -4.71306 -8.41220 -2.003
C 0.64687 -2.17748 -6.61585 -1.396
H -0.67881 -0.65912 -9.39371 0.465
H 0.89094 -1.56872 -9.36094 0.383
H 0.74625 -0.12687 -8.30441 0.260
H -1.02330 -0.15428 -6.37344 0.476
H -2.21429 -0.50686 -7.61758 0.370
H -3.20415 -1.23183 -5.37848 0.665
H -1.86874 -2.10095 -4.96787 -0.817
H -3.77466 -2.69399 -7.35672 0.500
H -3.58064 -3.67671 -5.97105 0.514
H -1.94325 -5.30075 -5.87880 0.513
H -0.55875 -5.46715 -7.00592 0.417
H -0.52986 -4.24562 -5.78112 0.154
H -3.21158 -4.02699 -9.18023 0.515
H -2.17509 -5.48730 -8.91253 0.359
H -3.67603 -5.17418 -7.88769 0.304
H 0.30905 -2.47746 -5.64197 -0.233
H 1.13704 -1.20274 -6.40057 0.246
H 1.29408 -2.92503 -6.97090 0.538
H -0.28261 -3.64245 -9.81922 0.366
C 2.74957 5.87207 1.26217 -0.508
C 2.43467 6.60629 2.61049 2.111
C 0.91009 6.70577 2.60338 -1.942
C 0.19371 5.34502 2.99063 0.819
C 0.87773 4.83175 4.26775 -1.837
C 2.39949 4.70199 4.23964 2.450
N 2.95243 5.96817 3.80649 0.174
O 4.35538 5.86944 3.56784 -0.444
C 2.80879 4.46815 5.71859 -2.224
C 2.89412 3.55048 3.28832 -0.614
C 2.99182 7.99356 2.57529 -2.156
H 3.81082 5.58191 1.29391 -0.800
H 2.51947 6.63762 0.50831 0.805
H 2.08407 5.07517 1.06727 -0.424
H 0.52489 7.46980 3.29489 0.513
H 0.63843 7.03463 1.58370 0.366
H 0.16870 4.63540 2.18800 -0.514
H -0.84600 5.54185 3.19178 0.726
H 0.47403 3.84537 4.58154 -0.048
H 0.65483 5.58060 5.06086 0.564
H 3.89679 4.19866 5.72213 0.391
H 2.64534 5.46235 6.18104 0.564
H 2.23496 3.71174 6.30447 0.148
H 2.66431 2.58419 3.77120 -0.745
H 2.41359 3.65820 2.32120 -0.248
H 3.95821 3.65804 3.19843 0.817
H 4.04372 8.02420 2.29955 0.365
H 2.76696 8.46075 3.52509 0.557
H 2.47656 8.63543 1.87848 0.411
H 4.66997 6.44742 4.23967 0.379
C -2.66475 4.56157 -3.29375 -1.897
C -3.79463 4.13433 -2.37305 1.865
C -3.49960 2.64877 -2.00249 -1.609
C -2.28306 2.60005 -0.99703 1.092
C -2.47566 3.48376 0.27269 -0.332
C -2.86194 4.89624 -0.06909 2.609
N -3.87487 4.95749 -1.11403 0.404
O -4.15454 6.28707 -1.44928 -0.570
C -3.43071 5.61517 1.16410 -2.164
C -1.58962 5.71860 -0.51088 -1.518
C -5.12086 4.20771 -3.06868 -2.044
H -1.69899 4.27661 -2.95785 0.327
H -2.65614 5.61114 -3.55378 0.279
H -2.86810 4.00192 -4.20655 0.463
H -4.34620 2.20934 -1.56219 0.137
H -3.18128 1.99651 -2.83323 0.473
H -1.34552 2.90928 -1.45851 -0.234
H -2.14504 1.59525 -0.63882 0.292
H -1.57751 3.32756 0.85709 -0.379
H -3.26978 3.06184 0.87774 -0.639
H -2.74552 5.52970 1.98968 0.092
H -3.55873 6.66837 0.94968 0.837
H -4.35763 5.11971 1.43458 0.293
H -0.99744 5.10965 -1.20417 -0.083
H -1.85103 6.67013 -0.96426 0.488
H -1.03037 5.90437 0.36743 0.136
H -5.32554 5.19128 -3.48309 0.432
H -5.87683 3.92664 -2.34687 0.412
H -5.11956 3.53401 -3.96572 0.337
H -4.81217 6.50502 -0.72387 0.407
C 6.27886 5.74002 -0.00410 -0.554
O 5.85014 4.71425 -0.90420 -0.433
H 5.76360 5.84283 0.96196 0.094
H 7.31589 5.55368 0.23673 0.356
H 6.16626 6.73034 -0.47750 0.285
H 5.84047 3.91372 -0.39835 0.237
C 0.59887 -5.12988 -2.87237 0.085
O 0.87745 -3.99888 -3.72409 -0.392
H -0.35180 -5.52239 -3.25826 -0.346
H 1.34322 -5.94074 -2.97290 0.416
H 0.58677 -4.75868 -1.85562 -0.131
H 0.86267 -3.24743 -3.14006 -0.103
C 3.76138 0.60449 5.50962 -0.894
O 3.10384 -0.39591 4.74833 -0.557
H 4.66799 0.93606 4.99289 0.414
H 3.27348 1.59018 5.63126 0.050
H 4.03907 0.15276 6.48298 0.438
H 2.18162 -0.44925 5.06148 -0.206
C 0.11500 -0.23567 -3.01799 0.239
O 0.26118 -1.14002 -1.94326 2.250
H 0.46482 0.74760 -2.70211 -0.104
H 0.67411 -0.45480 -3.95721 -0.457
H -0.91032 -0.17027 -3.25885 0.269
H 0.97590 -0.83737 -1.33523 -0.931